This record from OMol25 describes one molecule with the formula C6H7NO2 in a non-equilibrium geometry. The level of theory is ωB97M-V/def2-TZVPD.

Summary:
* max |F|: 0.091 Eh/bohr
* structure (SMILES): C=C1OC(=C)C1NC=O
* relative energy (zero: lowest compared OMol25 entry of this formula, charge and spin): 383.2 kJ/mol
* HOMO level: -8.951 eV
* E_tot: -11916.4602 eV
* Kohn-Sham gap: 9.03 eV

Last columns: bonded neighbours and bond lengths (Å).
Geometry (Å):
1 C 0.89505 -2.17692 0.31483  C2 1.321, H10 1.080, H11 1.078
2 C 0.17974 -1.07328 0.19287  C1 1.321, O3 1.401, C6 1.776
3 O -1.19564 -0.96204 0.43706  C2 1.401, C4 1.378
4 C -1.21111 0.40328 0.62109  O3 1.378, C5 1.318, C6 1.512
5 C -2.24365 1.21889 0.69153  C4 1.318, H12 1.079, H13 1.079
6 C 0.27943 0.65349 0.59779  C2 1.776, C4 1.512, N7 1.381, H14 1.091
7 N 0.83803 1.30271 -0.48581  C6 1.381, C8 1.509, H15 1.015
8 C 0.94454 0.21935 -1.53098  N7 1.509, O9 1.211, H16 1.098
9 O 2.00918 0.07472 -2.08913  C8 1.211
10 H 0.43767 -3.12420 0.56001  C1 1.080
11 H 1.94709 -2.14927 0.08206  C1 1.078
12 H -3.25616 0.84806 0.65708  C5 1.079
13 H -2.08413 2.28561 0.65247  C5 1.079
14 H 0.75791 0.79210 1.56786  C6 1.091
15 H 1.73310 1.75193 -0.32229  N7 1.015
16 H -0.03105 -0.06443 -1.94644  C8 1.098



This record from OMol25 describes one molecule with the formula ClHNO2P in a non-equilibrium geometry. The level of theory is ωB97M-V/def2-TZVPD.

Summary:
* max |F|: 0.046 Eh/bohr
* structure (SMILES): O=[N+]([O-])PCl
* relative energy (zero: lowest compared OMol25 entry of this formula, charge and spin): 80.1 kJ/mol
* HOMO level: -10.222 eV
* E_tot: -27409.5843 eV
* Kohn-Sham gap: 9.97 eV

Last columns: bonded neighbours and bond lengths (Å).
Geometry (Å):
1 O -1.02379 -1.62997 0.06462  N2 1.203
2 N -0.01627 -0.97566 0.12897  O1 1.203, O3 1.201, P4 1.967
3 O 1.10941 -1.29709 0.39664  N2 1.201
4 P -0.15134 0.78279 -0.74146  N2 1.967, Cl5 2.016, H6 1.366
5 Cl 1.29727 1.70223 0.31757  P4 2.016
6 H -1.21527 1.41770 -0.16634  P4 1.366